Formula: CHBr2F2P
Source: the OMol25 dataset
Level of theory: ωB97M-V/def2-TZVPD

## Properties
HOMO energy (spin up / spin down) = -8.42 / -7.92 eV
ΔE to the lowest compared entry with this formula, charge and spin = 21.7 kcal/mol
Largest force on an atom = 4.15 eV Å⁻¹
LUMO energy (spin up / spin down) = -0.1005 / -1.5589 eV

Structure (XYZ):
```
7
Properties=species:S:1:pos:R:3:forces:R:3
C 0.069828 -0.320917 -1.358905 2.3 0.0 1.8
F 1.246612 -0.162336 -1.932554 0.5 -0.2 0.0
F -0.020304 -1.374847 -0.587242 0.3 -0.8 0.3
P -1.009087 1.117779 2.380334 0.7 -0.8 0.1
Br 0.452782 -0.499972 3.004606 -0.5 0.4 0.3
Br -0.033882 1.443604 0.463578 -0.1 0.9 0.1
H -0.705949 -0.203312 -1.969817 -3.2 0.5 -2.6
```
Positions in Å, forces in eV/Å.